# 1
Density functional theory data (ωB97M-V/def2-TZVPD) for a structure of composition C29H24Cl2KN9O2S.

Positions of all 68 atoms, in Å:
K  -0.1619  0.9222  0.8995
Cl  4.2953  6.6346  -0.6376
C  3.6781  5.1929  0.1360
C  2.5681  4.5606  -0.3967
C  2.0176  3.4171  0.1916
N  0.8766  2.8114  -0.2924
C  0.6108  2.7484  -1.5846
O  1.2799  3.1156  -2.5751
C  -0.6840  2.0044  -1.8713
C  -0.7251  1.2205  -3.0235
C  -1.8626  0.4923  -3.3091
C  -2.9486  0.5938  -2.4527
C  -2.8373  1.4347  -1.3575
N  -1.7368  2.1240  -1.0591
C  2.6146  2.9003  1.3884
C  3.7560  3.5502  1.8842
C  4.2781  4.6771  1.2708
Cl  5.7086  5.4252  1.9508
N  2.0137  1.7999  1.9782
C  2.5071  1.2004  3.0479
O  3.5530  1.4008  3.7075
C  1.6497  0.0423  3.5404
C  2.2869  -0.9953  4.2244
C  1.5294  -2.0133  4.7738
C  0.1488  -1.9718  4.6305
C  -0.3966  -0.9278  3.8989
N  0.3238  0.0620  3.3776
H  2.1151  4.9440  -1.2984
H  0.1506  1.2107  -3.6574
H  -1.9033  -0.1633  -4.1722
H  -3.8537  0.0215  -2.6102
H  -3.6754  1.5563  -0.6773
H  4.2276  3.1559  2.7691
H  3.3614  -0.9540  4.3335
H  2.0029  -2.8287  5.3101
H  -0.4874  -2.7503  5.0308
H  -1.4647  -0.8874  3.7137
C  1.6476  -2.7661  -4.3052
C  1.7711  -1.3120  -3.8467
N  2.1902  -1.1650  -2.4606
C  1.2963  -1.5365  -1.4768
S  1.8439  -1.9328  0.1502
N  0.0342  -1.5915  -1.6501
N  -0.6434  -1.9601  -0.5030
C  -2.0440  -2.2165  -0.5911
C  -2.4374  -3.2736  -1.5890
C  -2.9308  -1.4846  0.1554
C  -4.3550  -1.6996  0.0356
C  -5.2230  -0.9683  0.7919
C  -4.7335  -0.0048  1.6933
C  -3.3575  0.1611  1.7431
N  -2.4706  -0.5132  1.0281
H  1.3413  -2.8139  -5.3527
H  0.8939  -3.2766  -3.7054
H  2.5975  -3.2963  -4.2003
H  0.7999  -0.8298  -3.9376
H  2.4889  -0.7728  -4.4659
H  3.1420  -1.4239  -2.2629
H  -1.5431  -3.8071  -1.9146
H  -2.9165  -2.8574  -2.4882
H  -3.1250  -4.0104  -1.1547
H  -4.7231  -2.4319  -0.6727
H  -6.2939  -1.1239  0.6974
H  -5.3965  0.5830  2.3145
H  -2.9348  0.9067  2.4202
N  -0.2947  -2.8941  1.6179
C  0.1213  -2.3274  0.5617
H  0.4383  -3.0883  2.2859

Results
electronic energy: -3681.408054 hartree
HOMO energy: -0.96 eV
HOMO-LUMO gap: 5.05 eV
energy above the lowest of the compared OMol25 structures with the same formula, charge and spin: 1.176 eV
net charge: -2

---

# 2
Density functional theory data (ωB97M-V/def2-TZVPD) for a structure of composition C29H25Cl2IrN7O2S in a non-equilibrium geometry.

Positions of all 67 atoms, in Å:
Ir  -0.7195  -1.4141  -0.1049
C  -1.3068  4.7776  -0.2120
C  -0.7494  4.0668  0.8571
C  -1.1283  2.7694  1.0798
C  -2.1226  2.1522  0.2785
C  -2.6701  2.8965  -0.8026
C  -2.2541  4.1828  -1.0437
N  -2.4266  0.8568  0.5175
C  -3.6392  0.3475  0.2208
C  -4.8163  1.1466  0.2747
C  -6.0558  0.6016  0.0950
C  -6.2126  -0.7762  -0.1568
C  -5.1195  -1.5907  -0.1877
C  -3.8188  -1.0607  -0.0009
N  -2.7257  -1.9093  -0.0382
N  -3.0021  -3.1608  -0.0239
C  -1.9201  -3.9844  0.1271
C  -2.0794  -5.3648  0.1855
C  -0.9687  -6.1491  0.4220
C  0.2722  -5.5430  0.6047
C  0.3670  -4.1717  0.5198
N  -0.7066  -3.4056  0.2702
H  -0.9877  5.7929  -0.4052
H  -0.0204  4.5421  1.4987
H  -0.7146  2.2074  1.9102
H  -3.3572  2.4153  -1.4850
H  -2.6431  4.7272  -1.8927
H  -4.7162  2.1899  0.5323
H  -6.9298  1.2358  0.1660
H  -7.2004  -1.1875  -0.3096
H  -5.2275  -2.6475  -0.3722
H  -3.0668  -5.7824  0.0536
H  -1.0643  -7.2250  0.4739
H  1.1601  -6.1237  0.8071
H  1.3092  -3.6557  0.6405
S  5.6765  0.1984  -0.6814
C  4.0255  -0.2332  -0.4126
C  3.1511  0.3772  0.4912
C  1.8591  -0.0743  0.5919
N  1.3627  -1.0997  -0.1238
C  2.2062  -1.6881  -0.9954
C  3.5094  -1.3061  -1.1596
C  5.8483  1.6912  0.2690
C  6.5375  1.6670  1.4681
C  6.6651  2.8650  2.1678
N  6.1560  4.0126  1.7408
C  5.5125  4.0244  0.5766
C  5.3336  2.8906  -0.2040
H  3.4654  1.2090  1.1041
H  1.1790  0.4331  1.2586
H  1.8022  -2.4971  -1.5883
H  4.1213  -1.8204  -1.8885
H  6.9671  0.7528  1.8544
H  7.1984  2.8917  3.1104
H  5.1302  4.9827  0.2459
H  4.8203  2.9460  -1.1551
N  -0.8137  -0.9755  1.9932
H  -0.1814  -1.5325  2.5656
H  -1.7586  -1.1312  2.3393
H  -0.6283  0.0015  2.2026
Cl  -0.7973  -1.9721  -2.4029
C  -0.2879  -0.4436  -3.3302
Cl  1.2637  -0.6569  -4.0632
C  -0.3330  0.7511  -2.3594
O  -0.2378  1.8176  -2.9182
O  -0.4408  0.5588  -1.0966
H  -1.0505  -0.3960  -4.0999

Results
electronic energy: -3076.250867 hartree
HOMO energy (spin up / spin down): -13.04 / -13.88 eV
HOMO-LUMO gap (spin up / spin down): 5.49 / 6.02 eV
2S+1: 2
energy above the lowest of the compared OMol25 structures with the same formula, charge and spin: 2.451 eV
net charge: +2

---

# 3
Density functional theory data (ωB97M-V/def2-TZVPD) for a structure of composition C29H25Cl3IN3O3W.

Positions of all 65 atoms, in Å:
W  0.5681  0.2264  -0.1521
Cl  -4.7014  4.9098  -1.0709
C  -3.2268  4.1084  -0.6234
C  -2.2088  4.8237  -0.0610
C  -0.9945  4.2081  0.3021
I  0.5194  5.3350  1.1626
C  -0.7813  2.8632  0.0797
O  0.3138  2.2185  0.3802
C  -1.8762  2.1221  -0.4635
N  -1.6557  0.7854  -0.5787
C  -2.5880  0.0135  -1.0907
C  -3.8244  0.5262  -1.5172
C  -4.0772  1.8644  -1.3879
C  -3.0936  2.7135  -0.8379
H  -2.3336  5.8845  0.1064
H  -2.3514  -1.0415  -1.1619
H  -4.5578  -0.1459  -1.9386
H  -5.0228  2.2851  -1.7016
Cl  1.0053  -4.4578  -5.7642
C  0.7260  -3.5830  -4.2834
C  0.3269  -4.2913  -3.1547
C  0.1049  -3.5759  -1.9855
Cl  -0.4022  -4.4388  -0.5648
C  0.2710  -2.1992  -1.9015
O  0.0159  -1.5849  -0.7380
C  0.6900  -1.4864  -3.0651
C  0.8795  -0.0939  -3.0908
O  0.7488  0.7341  -2.0687
C  0.9033  -2.2245  -4.2579
H  0.1923  -5.3616  -3.1802
H  1.1145  0.3856  -4.0363
H  1.2151  -1.7023  -5.1525
C  3.1472  -2.6315  0.1913
C  3.9699  -1.5393  0.8079
C  5.2325  -1.7828  1.3332
C  5.9900  -0.7560  1.8769
C  5.4934  0.5394  1.9046
C  4.2360  0.8290  1.3933
C  3.6725  2.2203  1.4015
C  3.4845  -0.2227  0.8463
N  2.2251  0.0450  0.3543
H  3.5947  -3.6065  0.3796
H  3.0723  -2.4951  -0.8915
H  2.1221  -2.6368  0.5662
H  5.6243  -2.7928  1.3125
H  6.9727  -0.9661  2.2796
H  6.0886  1.3394  2.3289
H  4.3094  2.8922  1.9760
H  2.6629  2.2456  1.8158
H  3.5859  2.6121  0.3855
C  -0.7872  0.4172  5.1720
C  0.2851  -0.4254  4.4704
C  0.1927  -1.9006  4.8806
C  1.6912  0.1327  4.7535
C  0.0775  -0.3338  3.0233
N  -0.0641  -0.2432  1.8908
H  -0.5975  0.3986  6.2454
H  -1.7843  0.0166  4.9904
H  -0.7574  1.4524  4.8332
H  0.3562  -1.9736  5.9562
H  0.9512  -2.4962  4.3736
H  -0.7888  -2.3141  4.6506
H  1.8866  0.0608  5.8236
H  1.7624  1.1790  4.4563
H  2.4546  -0.4332  4.2187

Results
electronic energy: -3255.560894 hartree
HOMO energy (spin up / spin down): -5.89 / -8.08 eV
HOMO-LUMO gap (spin up / spin down): 5.39 / 7.44 eV
2S+1: 3
energy above the lowest of the compared OMol25 structures with the same formula, charge and spin: 0.000 eV

---

# 4
Density functional theory data (ωB97M-V/def2-TZVPD) for a structure of composition C29H25ClIN6O6Ti.

Positions of all 69 atoms, in Å:
Ti  -0.2575  -0.2163  0.5281
C  -3.9763  0.9371  -1.8334
C  -2.9905  2.0530  -1.6304
N  -3.1328  3.1401  -2.3951
C  -2.2624  4.1364  -2.2069
C  -1.2368  4.1194  -1.2870
C  -0.3373  5.3068  -1.1490
O  -0.5823  6.0757  0.0395
C  -1.0662  2.9703  -0.4621
C  -0.0681  2.9127  0.5351
N  0.1933  1.8209  1.3032
C  1.1430  1.9630  2.2966
C  2.2320  2.8564  2.2335
C  3.1811  2.9294  3.2361
C  3.0993  2.1162  4.3585
C  2.0343  1.2319  4.4620
C  1.0846  1.1709  3.4587
I  -0.5521  -0.1052  3.7129
C  -1.9921  1.9087  -0.6600
O  -1.9380  0.7991  0.0625
H  -4.6182  1.1778  -2.6783
H  -4.6117  0.8079  -0.9488
H  -3.4684  -0.0122  -2.0253
H  -2.3929  5.0109  -2.8393
H  -0.4854  5.9809  -1.9946
H  0.7143  4.9929  -1.1499
H  -1.0547  5.5044  0.6535
H  0.4706  3.8288  0.7529
H  2.3491  3.4764  1.3552
H  4.0053  3.6251  3.1312
H  3.8415  2.1704  5.1438
H  1.9328  0.5960  5.3314
O  -2.6730  -5.7980  -0.0103
C  -2.9388  -5.1505  1.1460
O  -3.2739  -5.7461  2.1265
C  -2.8061  -3.6685  1.0193
C  -3.7874  -2.7779  0.6318
N  -3.1924  -1.5793  0.4780
N  -1.8995  -1.6599  0.7183
C  -1.6293  -2.9035  1.0601
C  -0.1711  -3.1487  1.3169
O  0.2421  -4.2397  1.6588
O  0.5166  -2.0695  1.1221
H  -2.3527  -5.1544  -0.6634
H  -4.8395  -2.9199  0.4527
H  -3.5285  -0.6739  0.1681
Cl  -1.9335  -3.1217  -2.2210
C  -0.1722  -3.1275  -2.1764
C  0.4430  -4.3558  -2.3580
C  1.8227  -4.4383  -2.4101
C  2.5593  -3.2630  -2.3109
C  1.9256  -2.0508  -2.1248
C  0.5260  -1.9235  -2.0077
C  -0.0866  -0.6322  -1.6906
H  -0.1679  -5.2431  -2.4637
H  2.3077  -5.3965  -2.5387
H  3.6406  -3.2941  -2.3835
H  2.5167  -1.1437  -2.0661
H  -1.1044  -0.5396  -2.0682
H  0.5232  0.1859  -2.0839
N  4.1334  -0.4822  0.2472
C  3.9722  0.7039  -0.4364
C  2.6425  0.9724  -0.3830
N  1.9969  -0.0255  0.3109
C  2.9182  -0.8855  0.6718
H  4.9929  -0.9784  0.3946
H  4.7965  1.2347  -0.8769
H  2.0984  1.8098  -0.7878
H  2.7249  -1.8015  1.2037

Results
electronic energy: -3507.660817 hartree
HOMO energy (spin up / spin down): -2.95 / -4.88 eV
HOMO-LUMO gap (spin up / spin down): 5.22 / 7.14 eV
2S+1: 3
energy above the lowest of the compared OMol25 structures with the same formula, charge and spin: 0.606 eV
net charge: -1